The following is a quantum chemistry calculation of the ion C3H7N4 with charge +1 at a distorted geometry, from the Open Molecules 2025 dataset.

Structure (XYZ):
```
14
C3H7N4 ωB97M-V/def2-TZVPD
C 1.46498 -0.81088 -0.47910
C -0.40493 0.42713 -1.09616
C -0.19179 0.15428 2.36345
N 1.31763 -0.51114 0.73025
N 0.50192 -0.51133 -1.42675
N 0.81070 0.45761 1.28976
N -1.37897 0.85202 -1.91041
H 2.20893 -1.65961 -0.47249
H -0.34278 -0.95785 2.34764
H -0.00757 0.41476 3.40539
H -0.96743 0.79233 1.92693
H 0.39294 -1.12609 -2.22432
H -1.49025 0.82535 -2.96033
H -1.91339 1.65344 -1.49387
```

Results
Total charge   +1
HOMO (alpha / beta)   -13.527 / -13.526 eV
Gap between HOMO and LUMO (alpha / beta)   0.2887 / 0.2887 hartree


The following is a quantum chemistry calculation of a structure of composition C46H31Cl4FN3O4OsSi, from the Open Molecules 2025 dataset.

Structure (XYZ):
```
91
C46H31Cl4FN3O4OsSi ωB97M-V/def2-TZVPD
Os -0.84527 -1.77491 -1.43129
C 2.79106 5.03110 4.86492
O 3.74132 4.00219 5.07647
C 3.25291 2.74393 5.27961
C 4.14627 1.69281 5.09712
C 3.72084 0.38557 5.24230
C 2.39335 0.10916 5.55648
C 1.51873 1.16054 5.79199
C 1.94361 2.47667 5.66422
N 1.95591 -1.24625 5.59914
N 0.87062 -1.41930 4.90040
C 0.89225 -1.73200 3.59642
C 2.06924 -2.04421 2.89279
C 2.06893 -2.27860 1.52063
C 0.90217 -2.15256 0.78605
O 0.85547 -2.31590 -0.52533
C -0.30039 -1.81150 1.48121
N -1.38039 -1.58993 0.69466
C -2.54080 -1.32423 1.24423
C -2.69555 -1.24924 2.63852
C -1.60056 -1.40415 3.44508
C -0.34907 -1.68068 2.86699
H 3.33483 5.86921 4.43677
H 2.32737 5.34775 5.80322
H 2.01439 4.71001 4.16683
H 5.16634 1.91953 4.81654
H 4.40730 -0.43526 5.07934
H 0.49422 0.94226 6.06378
H 1.24754 3.28050 5.85706
H 2.98921 -2.10938 3.45794
H 2.97928 -2.54101 0.99772
H -3.36882 -1.14127 0.56956
H -3.67262 -1.04244 3.05171
H -1.67437 -1.30421 4.51997
Cl -6.75871 -5.37062 -1.65555
C -5.55217 -4.13587 -1.77540
C -5.90798 -2.85658 -2.18540
Cl -7.55137 -2.47148 -2.56938
C -4.91841 -1.87292 -2.27820
Cl -5.29132 -0.26066 -2.78957
C -3.60642 -2.16747 -1.96475
O -2.62357 -1.25681 -2.04828
C -3.22845 -3.45442 -1.52508
O -1.98412 -3.63731 -1.20246
C -4.22617 -4.43122 -1.45238
Cl -3.75258 -6.01436 -0.94206
C 4.65644 0.90150 -1.69689
C 3.89266 1.89577 -1.10241
C 2.51347 1.75383 -1.02102
C 1.86058 0.62699 -1.53167
C 2.65251 -0.36506 -2.11926
C 4.03279 -0.23085 -2.20221
Si -0.02840 0.49700 -1.48322
C -0.68566 1.66398 -2.83461
C -1.91090 1.43726 -3.47139
C -2.43221 2.35167 -4.37920
C -1.73715 3.51481 -4.67648
C -0.51374 3.75444 -4.06569
C 0.00141 2.83859 -3.15795
C -0.52454 1.38178 0.12674
C 0.25992 1.30007 1.28247
C -0.15046 1.86153 2.48542
C -1.37029 2.52065 2.55842
C -2.16858 2.61515 1.42548
C -1.74721 2.05382 0.22578
H 5.73282 1.00696 -1.76247
H 4.37007 2.78125 -0.69942
H 1.93599 2.53188 -0.53325
H 2.18543 -1.25881 -2.51102
H 4.62136 -1.01652 -2.66086
H -2.46513 0.53422 -3.25727
H -3.38517 2.14981 -4.85420
H -2.14530 4.23095 -5.37978
H 0.04079 4.65670 -4.29596
H 0.96306 3.04308 -2.70152
H 1.21334 0.78075 1.24726
H 0.48085 1.77777 3.36396
H -1.69881 2.95703 3.49479
H -3.12214 3.12788 1.47538
H -2.38215 2.13999 -0.65043
F 0.84466 -3.63061 -7.10865
C 0.52343 -3.18302 -5.86554
C 0.49953 -1.82524 -5.63197
C 0.16169 -1.37787 -4.36035
C -0.15826 -2.25713 -3.31803
C -0.10598 -3.62883 -3.61753
C 0.23301 -4.10147 -4.88003
H 0.74037 -1.13578 -6.43098
H 0.15205 -0.30984 -4.18973
H -0.34903 -4.35016 -2.84628
H 0.25884 -5.16040 -5.10294
```

Results
Expectation value of S²   6.074
Total charge   -1
HOMO (alpha / beta)   -5.004 / -5.137 eV
Spin multiplicity   5
Gap between HOMO and LUMO (alpha / beta)   0.2561 / 0.2167 hartree


The following is a quantum chemistry calculation of the molecule C20H19ClN4SSi at a distorted geometry, from the Open Molecules 2025 dataset.

Structure (XYZ):
```
46
C20H19ClN4SSi ωB97M-V/def2-TZVPD
Cl -0.22221 -5.39592 -3.07104
C -0.85840 1.92452 0.30858
C -1.23711 3.07683 0.41558
N 1.46638 -3.35145 -1.66341
N 5.00562 -1.94138 0.60580
N 4.66137 -2.60217 -0.45689
S 1.37866 0.66112 0.81119
C 0.41524 -2.81939 -1.12839
C 3.96208 -1.35555 1.12818
C 3.38892 -2.39762 -0.73776
C -0.21313 0.73092 0.10387
C -0.55177 -0.42304 -0.58482
C 0.54467 -1.42886 -0.52531
C 1.62622 -0.93522 0.15791
C -3.01545 -5.11937 -0.16483
C -2.63438 -4.08299 0.59651
C -2.34591 -5.34002 -1.37711
C -1.54432 -3.23667 0.26055
C -1.10149 -4.75247 -1.61165
C -0.76813 -3.57850 -0.86955
N 2.83842 -1.63886 0.33175
C 4.00763 -0.50165 2.32210
C 2.69002 -2.62417 -2.00514
C -2.51478 5.18385 -1.22085
C -0.01006 5.76775 0.49979
C -2.58571 5.43395 1.92242
Si -1.58395 4.79642 0.44622
H -1.39534 -0.67428 -1.17082
H -3.99890 -5.55219 0.08194
H -3.31516 -3.71980 1.38327
H -2.90184 -6.05481 -2.03611
H -1.26740 -2.51300 0.97505
H 5.00831 -0.46680 2.68180
H 3.67889 0.44580 1.99800
H 3.36772 -0.93769 3.13811
H 2.31738 -1.62643 -2.28100
H 3.24323 -3.08727 -2.84882
H -1.75205 4.96254 -2.00196
H -2.78415 6.20951 -1.20176
H -3.36133 4.56945 -1.48313
H 0.31352 5.92097 -0.47917
H 0.72476 5.25506 1.14980
H -0.13859 6.80521 0.85933
H -3.09534 4.52904 2.28412
H -3.40305 6.07094 1.71177
H -2.03906 5.81365 2.74588
```

Results
HOMO   -8.822 eV
SMILES string   Cc1nnc2n1-c1sc(C#C[Si](C)(C)C)cc1C(c1ccccc1Cl)=NC2
Gap between HOMO and LUMO   0.3100 hartree